# C4H22NO11

C4H22NO11 as an isolated structure at a distorted geometry (wB97M-V/def2-TZVPD, the Open Molecules 2025 dataset).

Geometry as XYZ:
```
38
Properties=species:S:1:pos:R:3:forces:R:3
O 1.368463 -0.732978 1.414479 -0.804 -0.502 0.148
C 0.810165 -1.393521 0.493482 0.856 0.595 -1.351
O 1.395994 -1.771803 -0.547893 -0.156 -0.029 0.120
C -0.662935 -1.801104 0.530996 -0.177 1.259 2.525
C -0.626091 -3.316802 0.811596 -1.050 -0.834 -0.553
C -0.830548 -3.934721 -0.571146 0.298 0.498 0.538
O -1.892681 -4.058127 -1.123613 0.070 -0.336 0.080
N -1.413017 -1.088885 1.614997 0.802 -0.985 0.208
H -1.216677 -1.452486 -0.334657 0.691 -0.909 -0.914
H -1.377401 -3.610808 1.552938 -0.492 0.128 -0.507
H 0.275929 -3.743817 1.247264 0.516 0.710 -0.216
H 0.146208 -4.085127 -1.065878 -0.215 -0.304 -0.340
H -2.111048 -1.718719 1.984611 -0.324 0.317 -0.087
H -1.834197 -0.255654 1.234196 -0.234 0.010 0.114
H 2.715218 0.831593 -1.838691 -0.132 0.343 -0.472
H 2.018075 -0.451461 -1.764932 -0.401 -0.467 -0.249
O 2.191988 0.257030 -2.416793 0.310 -0.022 0.727
H -0.159581 2.374470 -1.175010 0.540 -0.482 -0.773
H -0.497857 1.971840 -2.697513 -0.169 0.389 0.668
O -0.854312 2.271296 -1.839664 -2.960 -0.451 -2.159
H 2.447549 1.749656 1.965266 -0.050 -0.216 0.023
H 2.303685 0.577393 0.961775 0.055 0.092 0.488
O 2.722524 1.465146 1.087294 0.415 0.310 -0.291
H 0.516457 0.062471 2.619846 0.029 0.993 -0.974
H -0.031298 0.187507 3.904315 -0.572 0.631 0.734
O 0.171638 0.811482 3.201180 0.667 -1.351 0.238
H 0.233111 3.005072 0.365981 0.271 0.049 0.142
H 1.651087 2.460404 0.084084 -0.376 -0.372 -0.175
O 0.799155 2.677582 -0.359422 2.257 1.192 2.292
H -2.629168 2.589978 -0.883784 0.490 -0.193 0.058
H -2.315919 2.135812 0.541907 0.246 0.002 -0.189
O -3.013711 2.514898 0.004001 -0.568 0.141 0.161
H 0.557315 0.654481 -3.480308 0.035 -0.399 0.028
H -0.916334 0.450057 -4.035634 0.229 -0.209 0.313
O -0.097621 0.941375 -4.138754 0.119 0.286 -0.554
H -1.283204 3.383598 2.289697 -0.115 0.303 -0.165
H -0.225624 2.325924 2.480052 0.238 -0.179 0.038
O -0.385221 3.174138 2.020018 -0.338 -0.008 0.324
```
Positions in Å, forces in eV/Å.

Summary:
net charge: -1
E: -1048.108241 hartree
gap between HOMO and LUMO: 9.267 eV
relative energy (zero: lowest compared OMol25 entry of this formula, charge and spin): 155.5 kJ/mol

List of Mulliken charges in e, atom by atom:
1. O -0.9628
2. C 0.4122
3. O -0.8785
4. C 0.4279
5. C -0.7340
6. C 0.0236
7. O -0.5150
8. N -0.6206
9. H 0.3331
10. H 0.5145
11. H 0.2362
12. H 0.3244
13. H 0.2203
14. H 0.1508
15. H 0.3004
16. H 0.4202
17. O -0.7237
18. H 0.5248
19. H 0.3337
20. O -0.7793
21. H 0.2823
22. H 0.4911
23. O -0.8347
24. H 0.3656
25. H 0.3574
26. O -0.7306
27. H 0.3113
28. H 0.3540
29. O -0.6444
30. H 0.3664
31. H 0.2993
32. O -0.6765
33. H 0.4433
34. H 0.3209
35. O -0.7404
36. H 0.2899
37. H 0.4199
38. O -0.6831